Molecular formula: C36H42BiCl5N3O3P2S4
Method: DFT, ωB97M-V with the def2-TZVPD basis set

Geometry as XYZ:
```
96
Properties=species:S:1:pos:R:3:forces:R:3:mulliken_charge:R:1
Bi 11.049 10.128 13.213 -0.43 0.36 -0.77 1.190
C 12.106 13.571 17.045 0.59 -2.17 1.36 -0.730
S 10.467 13.807 16.504 -1.10 0.27 -0.30 -0.046
C 10.182 12.433 15.446 -1.01 1.26 -0.02 0.298
S 11.077 10.985 15.665 -0.01 -0.03 -0.09 -0.329
N 9.210 12.746 14.608 1.44 0.22 1.23 -1.360
N 9.166 11.951 13.539 0.24 -1.56 -1.08 0.753
C 8.411 12.366 12.603 -0.32 -0.47 -0.18 -1.734
C 8.252 11.666 11.307 0.26 1.20 1.65 0.605
C 7.159 11.884 10.536 -1.86 -0.25 -2.19 -0.743
C 7.032 11.186 9.312 1.35 0.30 0.79 -0.855
C 8.083 10.314 8.961 -0.83 0.10 -0.82 -0.436
C 9.126 10.127 9.845 -1.25 1.51 1.09 -1.412
N 9.205 10.851 10.992 1.80 -2.93 -1.03 1.810
H 12.376 14.412 17.625 0.10 1.06 0.68 0.399
H 12.813 13.500 16.247 0.35 -0.23 -0.61 0.149
H 12.183 12.674 17.724 0.10 0.87 -0.76 0.306
H 7.850 13.230 12.858 -0.72 0.92 -0.28 0.548
H 6.396 12.590 10.837 0.01 -0.01 0.04 0.564
H 6.215 11.377 8.633 -0.10 -0.04 0.08 0.471
H 8.119 9.816 7.966 -0.25 0.27 0.96 0.457
H 9.847 9.386 9.640 1.10 -0.29 0.00 0.348
Cl 16.279 8.423 18.276 0.04 -0.09 -0.45 -0.174
C 15.127 8.337 16.996 -1.08 0.36 -0.67 0.013
C 15.156 9.243 15.920 -0.53 -0.57 1.24 0.050
Cl 16.419 10.417 15.974 -0.28 0.03 -0.71 -0.176
C 14.060 9.296 15.016 2.49 1.19 0.72 1.019
Cl 14.072 10.547 13.867 0.20 0.29 -0.82 0.254
C 12.970 8.507 15.113 -1.23 -1.55 0.94 -2.365
O 11.967 8.439 14.262 0.13 0.11 -0.22 -0.281
C 12.919 7.671 16.249 0.38 -1.41 0.16 0.819
Cl 11.584 6.571 16.335 0.12 -0.12 0.30 -0.228
C 13.973 7.506 17.139 1.11 1.56 -0.15 0.050
Cl 13.978 6.550 18.542 -0.81 -0.72 0.02 -0.171
C 8.709 8.169 15.393 -1.32 1.05 -0.89 -1.434
P 9.060 8.306 13.602 0.48 1.10 1.36 1.369
C 7.477 8.619 12.860 -0.12 1.17 -1.06 -1.272
C 9.430 6.644 13.138 0.47 -0.91 -0.76 -0.455
C 9.871 6.559 11.662 2.14 -1.79 -0.51 -1.429
P 11.399 7.671 11.262 0.31 -1.13 -1.03 1.243
C 11.638 7.366 9.400 -0.74 1.66 0.49 -1.378
C 12.943 6.802 11.743 1.02 -0.35 -0.38 -1.196
H 7.851 7.490 15.471 0.30 -0.13 0.21 0.574
H 8.349 9.158 15.737 0.35 -0.42 -0.01 0.377
H 9.564 7.847 15.946 0.36 -0.12 0.29 0.167
H 6.767 8.239 13.580 -0.68 -0.02 -0.24 0.616
H 7.421 8.157 11.868 -0.15 -0.31 0.36 0.344
H 7.344 9.696 12.626 -0.15 -0.58 0.65 0.152
H 8.572 6.015 13.478 0.54 0.26 -0.66 0.579
H 10.293 6.354 13.731 0.09 -0.14 0.28 0.104
H 9.212 6.900 10.894 -1.12 0.39 -0.19 0.400
H 10.110 5.481 11.334 -0.29 1.45 0.72 0.541
H 10.723 7.690 8.878 0.45 0.01 -0.02 0.449
H 11.824 6.364 9.102 0.10 -1.16 0.22 0.533
H 12.501 7.962 9.039 -0.63 -0.06 0.36 0.272
H 13.019 5.738 11.459 -0.37 0.39 -0.23 0.482
H 13.095 6.810 12.807 0.07 0.27 0.52 0.187
H 13.831 7.314 11.254 -1.16 -0.36 0.57 0.327
O 12.012 10.776 9.713 -1.23 -0.99 -0.12 0.085
S 13.448 10.998 9.984 -0.17 0.18 0.22 0.086
C 13.947 11.945 8.611 1.91 0.85 -1.66 -0.993
C 12.976 13.036 8.096 0.63 -1.41 -1.30 -0.358
C 11.960 12.502 7.024 -0.42 -0.25 -1.25 -1.221
C 10.453 12.249 7.369 1.27 1.29 0.35 0.624
S 9.548 13.622 8.125 -0.32 -0.02 0.03 0.489
O 10.320 14.032 9.333 -0.02 -0.03 0.36 -0.586
C 9.833 14.866 6.908 -0.67 -0.89 -1.08 0.310
C 9.168 14.804 5.675 -0.02 0.12 1.61 -0.526
C 9.455 15.731 4.724 0.27 0.48 -0.84 -0.474
C 10.375 16.757 4.964 -0.88 -1.09 -0.55 -0.526
C 10.982 16.777 6.181 0.45 -0.44 -0.28 -0.814
C 10.780 15.799 7.128 -0.08 0.38 0.45 -0.317
C 13.462 12.294 11.177 0.96 -1.07 -0.12 1.007
C 14.697 12.512 11.783 0.24 0.62 0.05 -1.369
C 14.729 13.426 12.795 0.36 1.09 1.88 -0.704
C 13.547 14.004 13.287 -0.32 1.45 1.20 -0.661
C 12.333 13.703 12.739 -1.38 -0.83 -1.47 -0.971
C 12.293 12.832 11.604 -2.37 1.01 0.76 0.382
H 14.161 11.190 7.827 -0.20 0.37 0.17 0.527
H 14.949 12.423 8.803 -0.86 -0.58 0.18 0.518
H 13.653 13.753 7.582 -0.67 -0.25 0.37 0.560
H 12.496 13.506 8.916 -0.52 0.58 0.60 0.067
H 12.300 11.548 6.519 -0.06 0.83 0.87 0.566
H 12.006 13.215 6.186 -0.26 -0.05 0.24 0.399
H 10.405 11.589 8.198 -0.01 -1.10 0.54 -1.043
H 9.812 11.919 6.555 0.29 -0.18 -0.29 0.832
H 8.372 14.105 5.598 -0.48 -0.69 -0.56 0.437
H 9.028 15.640 3.746 -0.41 0.07 -0.32 0.407
H 10.613 17.412 4.145 0.15 0.40 0.12 0.404
H 11.774 17.422 6.326 1.39 1.66 0.47 0.441
H 11.299 15.741 8.055 0.51 0.31 0.58 0.494
H 15.617 12.000 11.501 -0.35 0.00 -0.17 0.467
H 15.627 13.679 13.384 -0.23 -0.33 -0.76 0.384
H 13.499 14.776 14.123 0.66 -1.25 -1.03 0.419
H 11.353 14.086 13.098 1.02 -0.03 -0.10 0.529
H 11.277 12.645 11.097 1.88 0.07 0.63 0.518
```
Positions in Å, forces in eV/Å.

Values from the calculation:
**Total charge**: +1
**Orbital gap**: 7.537 eV
**Maximum force**: 0.0698 Eh/bohr
**ΔE to the lowest compared entry with this formula, charge and spin**: 2.707 eV
**HOMO level**: -0.38500 Eh
**Lowest unoccupied orbital energy**: -2.94 eV